# C4H7NO

C4H7NO in the gas phase in a non-equilibrium geometry (ωB97M-V/def2-TZVPD, the Open Molecules 2025 dataset).

Properties
Energy relative to the best compared isomer or geometry (same formula, charge and spin) (kJ/mol): 373.6
Total energy (eV): -7795.7724
Maximum force (eV/A): 1.5
HOMO-LUMO gap (eV): 8.610

```
! RIJCOSX wB97M-V def2-TZVPD def2/J DEFGRID3
* xyz 0 1
C 1.20 0.61 0.96
C -0.55 -1.08 0.40
C 0.76 0.15 -1.36
C 0.45 0.00 0.03
N -1.93 -0.64 0.33
O 0.85 1.40 -1.79
H 1.15 1.43 -2.72
H -2.07 0.15 0.95
H -2.16 -0.34 -0.61
H 1.18 0.31 2.00
H 1.91 1.38 0.70
H -0.36 -1.43 1.42
H -0.43 -1.93 -0.29
*
```

---

# C28H42F4N4PPtSe

A molecular structure, C28H42F4N4PPtSe in a non-equilibrium geometry (ωB97M-V/def2-TZVPD, the Open Molecules 2025 dataset).

Properties
Energy relative to the best compared isomer or geometry (same formula, charge and spin) (kJ/mol): 220.0
Total energy (eV): -124424.7565
Maximum force (eV/A): 1.0
HOMO-LUMO gap (spin up / spin down) (eV): 6.101 / 5.473

```
! RIJCOSX wB97M-V def2-TZVPD def2/J DEFGRID3
* xyz 1 1
Pt 1.51 -1.73 -0.30
C 4.22 -0.11 -0.48
N 3.73 -1.31 0.18
C 4.58 -2.46 -0.14
C 3.63 -1.09 1.63
C 2.87 -2.19 2.36
N 1.65 -2.49 1.63
C 0.64 -3.18 2.23
C -0.55 -3.46 1.52
F -0.67 -3.04 0.23
C -1.62 -4.15 2.05
F -2.69 -4.36 1.28
C -1.59 -4.63 3.34
C -0.44 -4.39 4.07
F -0.36 -4.83 5.32
C 0.64 -3.70 3.54
F 1.71 -3.57 4.35
H 5.25 0.11 -0.17
H 3.59 0.74 -0.23
H 4.21 -0.25 -1.56
H 5.60 -2.30 0.24
H 4.62 -2.59 -1.22
H 4.18 -3.37 0.30
H 3.09 -0.16 1.78
H 4.63 -0.99 2.07
H 2.68 -1.81 3.36
H 3.48 -3.09 2.47
H -2.43 -5.17 3.77
C 2.03 -1.17 -3.88
P 0.98 -1.80 -2.53
C 0.76 -3.56 -2.98
C -0.66 -1.11 -2.95
H 1.59 -1.42 -4.84
H 3.03 -1.62 -3.81
H 2.13 -0.09 -3.80
H 0.29 -3.64 -3.96
H 0.14 -4.05 -2.23
H 1.73 -4.06 -3.01
H -0.94 -1.40 -3.96
H -0.64 -0.02 -2.88
H -1.40 -1.50 -2.25
C 1.46 5.38 -1.70
C 1.23 3.87 -1.80
C 1.74 3.09 -0.58
C 0.96 3.38 0.70
N -0.44 3.00 0.59
C -0.89 1.72 0.51
Se 0.10 0.21 0.92
N -2.23 1.75 0.31
C -3.07 0.59 0.02
C -3.51 -0.19 1.26
C -4.55 -1.25 0.91
C -4.08 -2.24 -0.15
C -2.65 3.07 0.28
C -3.91 3.64 0.14
C -4.00 5.01 0.18
C -2.86 5.81 0.37
C -1.61 5.25 0.52
C -1.52 3.87 0.47
H 1.24 5.86 -2.65
H 2.50 5.59 -1.45
H 0.83 5.83 -0.94
H 1.74 3.49 -2.68
H 0.16 3.67 -1.94
H 2.78 3.35 -0.40
H 1.69 2.02 -0.78
H 0.99 4.44 0.94
H 1.39 2.83 1.54
H -2.51 -0.06 -0.65
H -3.95 0.96 -0.50
H -3.93 0.51 1.99
H -2.64 -0.67 1.71
H -5.47 -0.76 0.56
H -4.80 -1.79 1.82
H -4.03 -1.78 -1.14
H -4.76 -3.09 -0.21
H -3.09 -2.63 0.10
H -4.80 3.03 0.02
H -4.96 5.49 0.08
H -2.97 6.88 0.42
H -0.74 5.87 0.70
*
```

---

# C6H24AgClN12O6

A molecular structure, C6H24AgClN12O6 in a non-equilibrium geometry (ωB97M-V/def2-TZVPD, the Open Molecules 2025 dataset).

Properties
Energy relative to the best compared isomer or geometry (same formula, charge and spin) (kJ/mol): 287.4
Total energy (eV): -53294.6693
Maximum force (eV/A): 7.6
HOMO-LUMO gap (spin up / spin down) (eV): 7.991 / 2.733
⟨S²⟩: 0.76

```
! RIJCOSX wB97M-V def2-TZVPD def2/J DEFGRID3
* xyz 1 2
Ag -2.92 0.87 1.15
Cl -0.56 0.24 0.26
C 1.92 2.14 3.55
O 1.97 1.12 4.18
N 1.46 2.27 2.39
N 2.38 3.30 3.99
H 1.17 1.39 1.98
H 1.49 3.14 1.89
H 2.31 4.08 3.35
H 3.10 3.31 4.69
C -3.83 -1.92 -0.29
O -3.84 -0.67 -0.17
N -2.82 -2.68 -0.18
N -4.87 -2.62 -0.69
H -2.77 -3.69 -0.12
H -1.97 -2.14 -0.17
H -4.76 -3.62 -0.73
H -5.66 -2.14 -1.10
C -0.23 0.51 -3.71
O -0.17 0.26 -4.89
N 0.68 0.21 -2.88
N -1.23 1.13 -3.15
H 1.50 -0.25 -3.25
H 0.33 0.19 -1.93
H -1.96 1.37 -3.80
H -1.11 1.50 -2.22
C 1.05 -3.36 2.17
O 1.11 -4.03 3.15
N 1.46 -2.14 2.26
N 0.63 -3.70 0.96
H 1.17 -1.57 1.47
H 1.60 -1.67 3.15
H 0.86 -3.22 0.10
H 0.21 -4.62 0.94
C -2.03 3.75 -0.38
O -2.79 2.94 0.16
N -2.45 4.83 -0.96
N -0.79 3.57 -0.60
H -1.89 5.62 -1.24
H -3.45 4.96 -0.88
H -0.23 4.25 -1.10
H -0.49 2.67 -0.25
C 2.93 -2.28 -1.04
O 2.02 -3.02 -1.36
N 2.68 -1.06 -0.60
N 4.22 -2.51 -1.14
H 3.48 -0.45 -0.53
H 1.73 -0.78 -0.39
H 4.51 -3.37 -1.59
H 4.83 -2.10 -0.45
*
```

---

# C33H51Br18NO3

10 unconnected molecules or ions with the total composition C33H51Br18NO3 in a non-equilibrium geometry (ωB97M-V/def2-TZVPD, the Open Molecules 2025 dataset).

Properties
Total energy (eV): -1303443.2956
Maximum force (eV/A): 4.6
HOMO-LUMO gap (eV): 8.611
SMILES: CCCCC1=C(O)C(=O)C(c2ccccn2)=CC1=O.BrCCBr.BrCCBr.BrCCBr.BrCCBr.BrCCBr.BrCCBr.BrCCBr.BrCCBr.BrCCBr

```
! RIJCOSX wB97M-V def2-TZVPD def2/J DEFGRID3
* xyz 0 1
C -2.79 3.03 -5.03
C -3.50 3.36 -3.65
C -4.52 2.25 -3.18
C -5.10 2.53 -1.72
C -3.91 2.43 -0.71
C -3.25 3.55 -0.25
O -3.54 4.85 -0.62
C -2.04 3.28 0.72
O -1.80 3.97 1.69
C -1.18 2.02 0.33
C 0.37 2.14 0.46
C 1.13 1.39 1.47
C 2.60 1.49 1.68
C 3.24 2.46 0.73
C 2.34 3.10 -0.24
N 0.99 2.99 -0.41
C -1.83 0.90 -0.12
C -3.40 1.02 -0.21
O -4.15 0.11 0.07
H -2.67 4.00 -5.58
H -3.33 2.26 -5.64
H -1.74 2.70 -4.79
H -2.67 3.48 -2.89
H -4.04 4.35 -3.65
H -5.33 2.04 -3.93
H -3.93 1.29 -3.10
H -5.88 1.72 -1.54
H -5.66 3.50 -1.64
H -4.45 4.93 -0.95
H 0.56 0.69 2.13
H 3.16 0.92 2.45
H 4.34 2.67 0.76
H 2.86 3.81 -0.97
H -1.28 -0.01 -0.43
Br -1.63 4.72 -9.10
C -0.32 4.06 -7.82
C 0.33 2.79 -8.31
Br -0.86 1.25 -8.10
H -0.84 3.93 -6.87
H 0.41 4.86 -7.73
H 1.20 2.55 -7.71
H 0.61 2.83 -9.36
Br 3.62 -0.41 4.54
C 1.85 -1.21 4.62
C 1.87 -2.63 4.12
Br 1.97 -2.69 2.17
H 1.18 -0.56 4.04
H 1.56 -1.18 5.67
H 0.94 -3.14 4.37
H 2.71 -3.21 4.50
Br 3.15 3.51 -3.75
C 3.82 2.84 -5.45
C 4.32 3.96 -6.33
Br 2.84 4.94 -7.13
H 3.01 2.27 -5.90
H 4.63 2.16 -5.19
H 4.89 3.57 -7.17
H 4.92 4.69 -5.79
Br 5.96 -2.23 0.75
C 6.28 -4.12 1.11
C 5.34 -4.65 2.16
Br 5.88 -4.08 3.95
H 7.33 -4.21 1.39
H 6.12 -4.62 0.16
H 5.37 -5.73 2.19
H 4.31 -4.32 2.02
Br 10.29 -4.58 2.29
C 11.22 -5.20 0.69
C 10.76 -4.45 -0.53
Br 9.01 -5.07 -1.12
H 11.05 -6.27 0.62
H 12.27 -5.02 0.88
H 11.43 -4.63 -1.37
H 10.67 -3.38 -0.37
Br -7.41 4.85 -0.83
C -7.58 4.86 1.12
C -7.29 3.51 1.70
Br -8.78 2.28 1.44
H -8.59 5.22 1.34
H -6.86 5.60 1.46
H -7.16 3.58 2.78
H -6.41 3.04 1.27
Br -10.29 0.10 5.69
C -11.76 0.78 4.60
C -12.32 -0.29 3.71
Br -11.16 -0.61 2.18
H -11.37 1.64 4.06
H -12.51 1.12 5.32
H -13.27 0.03 3.28
H -12.46 -1.24 4.21
Br 6.86 -7.33 0.23
C 5.56 -8.41 -0.72
C 4.64 -7.56 -1.55
Br 3.30 -6.67 -0.45
H 5.03 -9.01 0.02
H 6.15 -9.07 -1.36
H 4.07 -8.17 -2.25
H 5.16 -6.78 -2.10
Br 1.08 -1.54 8.59
C -0.69 -2.34 8.67
C -0.68 -3.76 8.17
Br -0.59 -3.83 6.22
H -1.36 -1.69 8.10
H -0.97 -2.30 9.72
H -1.61 -4.27 8.43
H 0.16 -4.34 8.55
*
```